Entry 1:
ORCA calculation (wB97M-V/def2-TZVPD) on the molecule C25H33N3O4.

The geometry in XYZ format:
```
65
Properties=species:S:1:pos:R:3:forces:R:3
C 0.07313 -1.64452 -4.71981 -0.13 0.18 -0.01
C -0.86465 -0.85587 -3.81064 0.13 -0.22 0.02
C -0.19565 0.36222 -3.14109 0.07 -0.21 -0.27
C 0.19688 1.35550 -4.23430 0.01 -0.09 0.23
C 1.12032 0.00667 -2.38270 -0.40 -0.22 -0.20
O 2.12200 0.68226 -2.52548 0.41 0.27 -0.04
N 1.06430 -1.07165 -1.59079 0.05 -0.33 0.16
C 2.08242 -1.34441 -0.59188 -0.04 0.02 0.12
C 1.78903 -0.54706 0.68350 0.35 0.08 -0.14
C 2.80112 -0.86867 1.77626 -0.29 -0.08 0.12
C 2.80886 -2.36493 2.07173 0.31 0.09 -0.07
C 3.12389 -3.15227 0.80322 -0.31 -0.08 0.14
C 2.10460 -2.83968 -0.28832 0.37 0.14 -0.12
N -1.12873 0.96781 -2.14131 0.04 0.06 -0.31
C -1.35812 2.40925 -2.13847 -0.03 0.41 0.30
C -0.46990 3.15217 -1.18464 0.61 -0.21 -0.30
C 0.87914 3.16635 -0.99024 -0.54 -0.07 -0.18
C 1.11215 4.06141 0.08370 -0.46 0.30 0.24
C -0.10722 4.52649 0.45858 0.81 0.11 0.23
O -1.07435 3.98369 -0.29942 -0.48 -0.04 -0.19
C -1.65464 0.23629 -1.14230 -0.34 -0.04 0.26
O -1.55937 -0.98494 -1.04422 -0.10 -0.14 0.08
C -2.42943 0.95637 -0.02910 0.09 -0.10 0.22
N -2.45050 0.08305 1.11911 -0.33 -0.11 -0.22
C -1.53892 0.26807 2.11473 -0.23 0.08 0.02
O -0.99315 1.33729 2.30989 0.17 0.08 0.08
C -1.28515 -0.92670 2.97077 0.22 -0.20 0.16
C -1.22875 -2.21016 2.43352 -0.08 0.11 0.03
C -0.90585 -3.28522 3.24258 -0.02 -0.12 0.04
C -0.64377 -3.09066 4.58884 0.02 -0.08 -0.02
C -0.68842 -1.81417 5.12561 0.01 0.02 0.05
C -0.99701 -0.73558 4.31819 -0.05 0.10 -0.13
H 0.32343 -1.09134 -5.62090 0.08 0.00 -0.12
H 0.99380 -1.89221 -4.19764 0.12 -0.09 0.00
H -0.41006 -2.57110 -5.02111 0.02 -0.08 -0.05
H -1.25469 -1.53098 -3.05298 -0.02 0.13 -0.12
H -1.71678 -0.49154 -4.39080 -0.04 0.06 0.07
H 0.68671 2.23111 -3.81950 0.03 0.09 -0.05
H 0.92630 0.86728 -4.87396 0.03 0.03 -0.02
H -0.65816 1.64233 -4.84242 -0.11 0.01 -0.02
H 0.15481 -1.48214 -1.40994 0.04 0.17 -0.14
H 3.04181 -1.02331 -1.01074 -0.06 -0.08 0.08
H 1.80391 0.52075 0.45653 -0.09 0.03 -0.04
H 0.78577 -0.79922 1.03444 -0.08 -0.02 -0.03
H 2.54666 -0.31006 2.67856 0.08 0.07 0.01
H 3.79618 -0.55567 1.45248 0.09 0.06 0.03
H 3.55047 -2.58873 2.84117 -0.04 -0.04 0.07
H 1.82935 -2.66239 2.45405 -0.04 -0.03 0.06
H 3.11709 -4.22336 1.01592 0.09 -0.02 -0.04
H 4.12314 -2.88670 0.45119 0.09 -0.04 -0.03
H 2.34078 -3.39675 -1.19732 -0.09 -0.01 -0.04
H 1.10997 -3.14407 0.04748 -0.13 -0.06 0.01
H -2.39640 2.60680 -1.86003 0.10 0.04 -0.10
H -1.22254 2.78647 -3.15055 -0.14 -0.08 0.14
H 1.61808 2.60744 -1.52722 0.09 -0.19 -0.18
H 2.06002 4.31448 0.51097 0.17 0.10 0.15
H -0.41326 5.21280 1.22209 -0.14 0.07 0.10
H -1.93673 1.87256 0.29456 -0.16 -0.02 -0.13
H -3.45169 1.17327 -0.35680 0.13 0.09 -0.05
H -2.74913 -0.86224 0.92318 0.13 0.14 0.11
H -1.39972 -2.37271 1.37790 -0.02 0.02 -0.11
H -0.85310 -4.27823 2.82003 0.01 -0.07 -0.04
H -0.39403 -3.93350 5.21631 0.02 -0.06 0.05
H -0.47423 -1.66047 6.17277 0.01 0.02 0.08
H -1.01879 0.26871 4.71334 0.02 0.09 0.03
```
Forces are in eV/Å.

Electronic energy ... -1437.729800 Ha
Energy relative to the best compared isomer or geometry (same formula, charge and spin) ... 9.6 kcal/mol
Charge ... 0
Frontier orbital gap ... 0.339 Eh
LUMO ... 0.0257 Eh
Molar mass ... 439.56 Da
Multiplicity ... 1

Löwdin atomic charge list, values in e, 5 entries: C -0.079; C -0.175; C -0.336; C -0.023; C -0.433


Entry 2:
ORCA calculation (wB97M-V/def2-TZVPD) on a structure of composition C25H34As2ClO8PtSe2.

The geometry in XYZ format:
```
73
Properties=species:S:1:pos:R:3:forces:R:3
Pt -1.98238 0.02437 0.34188 0.05 -0.11 -0.03
C -4.47374 0.10901 2.87426 0.00 0.03 -0.03
Se -3.88226 -1.05681 1.43935 0.03 -0.02 -0.02
C -3.06845 -2.43580 2.57457 0.05 -0.02 0.05
C -1.79539 -2.07340 3.31426 0.03 0.11 -0.05
Se -0.21448 -2.01387 2.16659 0.04 -0.07 -0.06
C 1.07420 -1.84711 3.60776 -0.01 -0.02 0.04
H -5.30389 -0.37929 3.37780 0.00 0.00 0.00
H -4.81315 1.03850 2.42472 0.00 0.00 0.00
H -3.66233 0.30069 3.56880 0.00 -0.01 0.00
H -2.92368 -3.29835 1.92400 0.00 0.00 0.00
H -3.85802 -2.68656 3.28411 -0.02 -0.02 -0.03
H -1.60623 -2.84743 4.05859 -0.01 0.01 0.01
H -1.87780 -1.11700 3.83255 -0.03 -0.02 0.04
H 0.89914 -0.92443 4.15336 0.01 0.00 0.00
H 2.05644 -1.81072 3.14169 0.00 0.00 0.00
H 1.01645 -2.71310 4.26235 0.01 -0.01 -0.01
C -1.89937 2.59871 2.91260 -0.03 -0.04 0.01
O -1.14082 2.04064 1.81833 0.04 0.00 -0.04
C 0.10121 1.55857 2.18304 -0.01 -0.17 0.11
O 0.35638 1.25432 3.30657 0.01 0.12 0.01
C 0.97200 1.38784 0.97731 -0.26 0.25 0.02
C 2.25484 1.72611 0.96145 0.50 -0.16 -0.07
As 3.65296 1.23136 -0.41383 -0.27 0.26 0.40
C 3.65376 -0.65216 0.15932 0.04 0.06 0.06
C 2.48557 0.96841 -1.95962 -0.99 -1.48 -0.62
C 1.25044 0.29723 -1.70625 1.43 3.13 -1.68
As -0.09955 1.10928 -0.62371 0.35 0.39 1.65
C -0.15426 3.01241 -1.02925 -0.16 -0.14 -0.64
C -0.94710 0.02305 -3.10352 -1.87 -0.38 0.10
O -1.10605 1.18956 -3.00586 0.44 1.04 -0.15
O 0.70772 -2.42552 -2.86263 0.15 -2.49 0.36
C 0.71649 -3.86215 -2.82826 -0.34 1.03 -0.13
C 2.73427 1.05027 -3.47282 0.61 0.29 1.29
O 1.93189 0.50953 -4.24661 3.96 2.91 -1.76
O 3.79199 1.71808 -3.95166 -1.01 -0.44 -0.21
C 4.67173 2.43644 -3.08759 0.03 0.03 -0.08
C 2.82656 2.50162 2.11739 0.05 -0.13 0.17
O 2.20563 3.30233 2.76438 0.04 0.07 -0.13
O 4.12430 2.23742 2.27572 -0.02 -0.06 0.03
C 4.79970 2.97643 3.31140 0.00 -0.01 0.02
H -2.84109 2.92600 2.48353 0.00 0.00 0.00
H -1.35381 3.44282 3.32897 0.00 0.00 0.00
H -2.05380 1.85259 3.68789 0.01 0.01 0.00
H 4.13864 -0.72440 1.13291 0.02 0.04 -0.02
H 4.21488 -1.23898 -0.56651 -0.01 -0.01 -0.01
H 2.63058 -1.02061 0.22517 0.00 -0.03 -0.05
H 0.71155 3.23324 -1.65254 0.05 0.03 0.11
H -0.12573 3.57346 -0.10152 0.02 -0.06 0.06
H -1.05485 3.22483 -1.59935 -0.02 0.04 0.08
H 1.39060 -4.22125 -3.60799 -0.05 -0.25 0.02
H -0.29570 -4.24130 -3.00168 0.05 -0.24 -0.01
H 1.07020 -4.19349 -1.84752 -0.01 -0.16 -0.03
H 5.34933 2.97229 -3.74481 -0.02 0.00 -0.02
H 5.23425 1.74915 -2.45929 0.07 0.07 -0.07
H 4.11503 3.13968 -2.46942 0.05 0.04 0.00
H 5.85853 2.88871 3.09310 0.00 -0.02 0.01
H 4.57061 2.53736 4.28029 -0.01 0.01 0.00
H 4.48182 4.01544 3.29775 0.01 0.00 -0.01
Cl 0.77205 -0.52182 -3.01589 -3.50 -2.51 1.61
C -2.09097 -0.89827 -3.26719 0.65 -0.87 -0.03
C -2.74684 -0.95537 -4.48667 -0.05 0.22 -0.04
C -3.90063 -1.71110 -4.61029 -0.02 0.00 0.02
C -4.38677 -2.39641 -3.50810 0.04 -0.01 0.04
C -3.70989 -2.34347 -2.29805 -0.07 -0.07 -0.06
C -2.53411 -1.61534 -2.14944 -0.05 0.03 0.12
C -1.81467 -1.64320 -0.83650 -0.05 0.06 -0.22
H -2.37230 -0.38246 -5.32556 0.03 -0.06 -0.01
H -4.41919 -1.75503 -5.55756 0.00 0.00 -0.01
H -5.29322 -2.98065 -3.59095 0.00 -0.02 0.00
H -4.08684 -2.90527 -1.45165 -0.02 0.01 0.01
H -0.73990 -1.77780 -0.96504 0.00 -0.17 -0.14
H -2.19247 -2.48781 -0.25866 0.05 -0.02 0.02
```
Forces are in eV/Å.

Electronic energy ... -11428.231903 Ha
Energy relative to the best compared isomer or geometry (same formula, charge and spin) ... 236.5 kcal/mol
Charge ... +1
Frontier orbital gap ... 0.236 Eh
LUMO ... -0.1407 Eh
Molar mass ... 1000.83 Da
Multiplicity ... 1

Löwdin atomic charge list, values in e, 5 entries: Pt 0.530; C -0.339; Se 0.950; C -0.498; C -0.532


Entry 3:
ORCA calculation (wB97M-V/def2-TZVPD) on a structure of composition C25H34CdN4O3PSiTe.

The geometry in XYZ format:
```
70
Properties=species:S:1:pos:R:3:forces:R:3
Cd -0.85858 -0.63011 -1.44070 -0.10 -0.21 -0.30
C -2.53019 -0.84645 -0.03457 -0.23 0.16 -0.21
Si -1.69208 -1.02702 1.56195 -0.01 0.08 0.08
C -0.05679 -1.93477 1.22229 0.08 -0.17 0.08
N 0.78846 -1.27298 0.20710 0.07 -0.06 0.08
C 1.53512 -0.09912 0.74626 0.01 -0.12 -0.05
C 3.04434 -0.31915 0.77075 0.04 -0.02 -0.03
C 3.36054 -1.69660 1.34668 -0.03 -0.03 0.03
C 2.74863 -2.80393 0.46219 0.07 0.03 0.04
C 1.68158 -2.22904 -0.46749 0.08 -0.06 0.16
C -2.56464 -2.11628 2.83897 -0.07 -0.11 0.08
C -3.14914 -1.63887 4.01591 -0.02 -0.06 -0.03
C -3.82333 -2.48725 4.88929 0.03 0.02 -0.05
C -3.92818 -3.84130 4.60335 0.01 0.01 -0.03
C -3.36532 -4.33979 3.43460 0.01 0.03 0.00
C -2.69849 -3.48489 2.56691 0.04 -0.01 0.01
C -1.29158 0.64921 2.31488 0.10 0.15 0.10
C -1.51021 1.82312 1.58641 -0.02 -0.08 0.01
C -1.09495 3.05888 2.07294 0.00 -0.06 0.02
C -0.45426 3.14544 3.30047 -0.01 -0.06 -0.03
C -0.21789 1.99044 4.03917 -0.04 -0.04 -0.04
C -0.62856 0.75933 3.54526 -0.07 0.03 -0.01
H -3.24134 -0.02110 -0.08391 0.00 -0.05 0.01
H -3.02200 -1.77172 -0.34290 -0.02 0.01 -0.01
H -0.36077 -2.90468 0.80380 0.07 0.07 0.03
H 0.49501 -2.15319 2.15013 0.04 0.02 -0.06
H 1.19533 0.07534 1.76533 -0.01 0.00 0.06
H 1.29125 0.79993 0.17877 -0.03 0.04 -0.08
H 3.49697 0.47349 1.37078 0.01 0.00 0.02
H 3.46079 -0.22478 -0.23635 0.00 -0.01 -0.01
H 2.93766 -1.74904 2.35637 0.01 0.00 -0.04
H 4.43773 -1.83816 1.45592 0.00 0.01 -0.01
H 2.32352 -3.59478 1.08469 0.00 0.02 0.00
H 3.51886 -3.27739 -0.15233 0.00 0.01 0.00
H 1.06332 -3.00983 -0.90706 0.06 0.00 0.08
H 2.14566 -1.70851 -1.30356 0.06 0.06 -0.05
H -3.09200 -0.58243 4.25346 0.05 0.01 -0.01
H -4.27039 -2.08671 5.79288 0.02 -0.02 -0.03
H -4.45344 -4.50411 5.28161 0.02 0.02 -0.02
H -3.44960 -5.39429 3.19517 0.00 0.05 0.01
H -2.28175 -3.89807 1.65036 -0.04 0.05 0.08
H -1.96920 1.77189 0.60363 0.05 0.03 0.11
H -1.25982 3.94945 1.47888 0.01 -0.01 0.00
H -0.12868 4.10723 3.67767 0.01 0.01 0.01
H 0.29373 2.04975 4.99320 -0.01 0.00 -0.02
H -0.41178 -0.13708 4.12272 -0.05 0.04 -0.02
C 2.81790 4.64057 -2.40119 0.01 0.08 0.00
C 2.72868 3.15278 -2.13731 -0.29 -0.02 0.10
O 1.45215 2.80981 -1.56729 0.32 0.14 -0.04
P 0.27193 2.20360 -2.47299 -0.24 -0.15 0.21
O -0.91282 1.99524 -1.59799 0.27 0.22 -0.14
Te 0.97787 0.17569 -3.51560 -0.05 -0.03 0.01
O 0.00427 3.36286 -3.54940 0.04 0.13 -0.25
C 0.40783 3.32629 -4.92868 -0.04 0.01 0.21
C -0.15135 4.55726 -5.59836 -0.04 0.09 -0.05
H 3.80743 4.89565 -2.79211 -0.06 -0.03 0.02
H 2.65621 5.19976 -1.47758 0.00 -0.03 -0.05
H 2.06370 4.95384 -3.12497 0.03 -0.02 0.04
H 3.47772 2.83840 -1.41326 0.03 -0.01 0.09
H 2.90113 2.56989 -3.04381 -0.04 -0.06 -0.10
H 0.03186 2.41433 -5.38844 -0.03 -0.07 -0.02
H 1.49907 3.30369 -4.99515 0.02 0.01 0.03
H -1.24097 4.55747 -5.54611 0.04 0.00 0.01
H 0.14632 4.57990 -6.64939 -0.01 -0.01 0.05
H 0.21599 5.46395 -5.11366 -0.01 -0.03 -0.02
N -0.78632 -2.89070 -2.25946 0.10 -0.14 -0.24
C -0.62230 -3.66523 -3.12253 -0.34 -0.20 -0.20
N -0.35649 -4.52444 -4.05344 -0.04 0.09 0.10
C -1.31287 -5.17071 -4.70354 -0.18 0.04 0.05
N -2.09048 -5.77996 -5.31957 0.36 0.22 0.22
```
Forces are in eV/Å.

Electronic energy ... -2484.596997 Ha
Energy relative to the best compared isomer or geometry (same formula, charge and spin) ... 0.0 kcal/mol
Charge ... -1
Frontier orbital gap ... 0.281 Eh
LUMO ... 0.0831 Eh
Molar mass ... 737.64 Da
Multiplicity ... 1

Löwdin atomic charge list, values in e, 5 entries: Cd 1.160; C -0.369; Si 0.533; C -0.254; N -0.275